No. 1
Below is a single C4H8O molecule in a non-equilibrium geometry, with properties calculated with the ωB97M-V functional and the def2-TZVPD basis.

XYZ file:
```
13
Properties=species:S:1:pos:R:3:forces:R:3:nbo_charge:R:1
C -0.937 1.254 0.521 -0.243 -0.603 -1.204 -0.70
C -0.212 0.282 -0.663 -1.375 1.426 0.759 0.15
C 1.138 -0.198 -0.123 -0.505 0.744 0.592 -0.52
C 0.489 -1.595 -0.099 -0.181 0.119 0.125 -0.06
O -0.727 -1.041 -0.667 -0.443 -0.048 0.011 -0.53
H -1.983 1.196 0.255 -0.446 0.333 0.027 0.22
H -0.889 0.970 1.608 0.388 -0.473 -1.126 0.21
H -0.614 2.318 0.505 -0.002 -0.669 -0.472 0.21
H -0.331 0.840 -1.591 -0.061 -0.264 -0.235 0.18
H 2.130 -0.054 -0.584 -0.752 0.248 0.301 0.22
H 0.740 0.455 0.692 3.541 -1.515 1.246 0.27
H 0.307 -2.032 0.894 0.036 0.128 -0.176 0.17
H 0.891 -2.395 -0.748 0.045 0.573 0.152 0.18
```
Forces are in eV/Å.

Calculated values
Kohn-Sham gap	0.38721	Eh
E	-232.3341	Ha
structure (SMILES)	C[C@H]1CCO1
energy above the lowest of the compared OMol25 structures with the same formula, charge and spin	292.9	kJ/mol
highest occupied orbital energy	-9.36	eV


No. 2
Below is a molecular structure, C17H31O3Si2, with properties calculated with the ωB97M-V functional and the def2-TZVPD basis.

XYZ file:
```
53
Properties=species:S:1:pos:R:3:forces:R:3:nbo_charge:R:1
C -3.934 -4.596 0.316 0.247 0.079 -0.165 -0.60
C -3.351 -3.400 -0.420 -0.285 0.226 -0.066 -0.40
C -4.432 -2.445 -0.930 -0.179 -0.173 0.106 -0.40
C -4.936 -1.459 0.118 0.121 -0.228 0.123 -0.39
C -3.875 -0.523 0.717 -0.307 0.160 -0.672 -0.40
C -2.822 -0.011 -0.260 0.447 0.141 0.389 -0.39
C -1.670 0.688 0.495 -0.434 -0.102 -0.428 -0.89
Si -0.328 1.318 -0.666 -0.256 -0.715 0.231 1.70
C 1.420 1.163 -0.050 -0.188 0.431 0.328 -0.96
C 1.755 1.902 1.223 0.124 0.266 0.347 -0.02
C 0.989 1.773 2.384 0.205 0.247 0.242 -0.17
C 1.307 2.449 3.563 0.100 -0.002 -0.282 -0.25
C 2.414 3.282 3.606 -0.097 -0.235 -0.471 -0.23
C 3.196 3.413 2.462 -0.418 -0.329 0.119 -0.21
C 2.893 2.732 1.276 0.100 0.334 0.178 0.03
C 3.819 2.896 0.095 -0.333 -0.495 0.436 -0.67
O -0.492 0.356 -2.044 0.463 0.760 -0.013 -1.24
Si 0.289 0.778 -3.440 -0.177 -0.584 -0.224 1.23
H -3.134 -5.255 0.638 0.050 -0.180 0.164 0.21
H -4.586 -5.158 -0.348 -0.161 -0.138 -0.053 0.19
H -4.506 -4.294 1.187 -0.123 0.035 0.173 0.20
H -2.759 -3.749 -1.262 0.170 -0.067 -0.073 0.20
H -2.684 -2.860 0.247 0.255 0.045 0.026 0.20
H -5.282 -3.052 -1.249 -0.120 -0.037 -0.129 0.19
H -4.109 -1.909 -1.818 0.216 0.119 -0.095 0.21
H -5.757 -0.887 -0.308 -0.073 0.210 -0.145 0.20
H -5.381 -2.036 0.930 -0.111 -0.002 0.160 0.19
H -4.396 0.356 1.093 -0.036 0.066 0.416 0.20
H -3.382 -1.004 1.555 0.144 -0.108 0.210 0.19
H -3.263 0.679 -0.977 -0.169 0.047 -0.175 0.19
H -2.381 -0.817 -0.832 -0.040 -0.214 -0.184 0.21
H -2.093 1.498 1.090 0.132 0.179 0.143 0.23
H -1.270 -0.043 1.193 0.246 -0.070 0.166 0.22
H -0.669 2.708 -1.065 0.082 0.096 -0.032 -0.24
H 1.739 0.125 0.033 -0.009 -0.276 -0.065 0.31
H 2.055 1.565 -0.829 0.130 -0.063 -0.321 0.27
H 0.129 1.124 2.404 -0.130 -0.140 -0.134 0.19
H 0.692 2.325 4.443 -0.106 -0.071 0.062 0.20
H 2.669 3.808 4.513 0.065 0.093 0.125 0.20
H 4.072 4.040 2.512 0.176 0.082 -0.154 0.20
H 4.761 3.295 0.446 0.194 0.263 -0.119 0.21
H 3.380 3.540 -0.664 0.019 0.147 -0.148 0.20
H 4.047 1.918 -0.329 0.168 -0.024 -0.141 0.29
H 0.404 -0.426 -4.292 -0.023 0.007 0.034 -0.21
H -0.506 1.770 -4.206 0.002 0.081 0.085 -0.23
H 1.641 1.308 -3.196 0.004 0.121 0.053 -0.19
C 5.794 -1.745 -1.661 -0.093 -0.109 -0.004 -0.73
C 5.034 -0.637 -0.898 0.007 -0.053 -0.045 0.77
O 3.833 -0.870 -0.619 -0.081 0.072 0.006 -0.81
O 5.697 0.392 -0.637 -0.001 -0.004 -0.015 -0.79
H 5.153 -2.606 -1.853 -0.018 0.021 0.017 0.19
H 6.159 -1.352 -2.612 0.055 0.035 0.032 0.20
H 6.657 -2.067 -1.075 0.043 0.055 -0.021 0.20
```
Forces are in eV/Å.

Calculated values
Kohn-Sham gap	0.26090	Eh
E	-1471.2272	Ha
net charge	-1
energy above the lowest of the compared OMol25 structures with the same formula, charge and spin	13.6	kJ/mol
highest occupied orbital energy	-4.42	eV


- The lowest E belongs to which entry?
  C17H31O3Si2


- Look up the E of the second one.
  -1471.2272 Ha


- E of number 1 (C4H8O)?
  -232.3341 Ha


- Among the records above, which one has the lowest E?
  C17H31O3Si2